No. 1
Formula: C32H26Br2F5N4OOs
Source: the OMol25 dataset
Level of theory: wB97M-V/def2-TZVPD

Output
HOMO-LUMO gap (spin up / spin down) (hartree): 0.2181 / 0.2181
Total charge: +1
Lowest unoccupied orbital energy (spin up / spin down) (Ha): -0.1645 / -0.1645

CARTESIAN COORDINATES (ANGSTROEM)
O -1.53 -0.68 0.47
C 4.35 1.14 -2.71
N 0.04 1.60 0.71
H -3.30 1.28 -2.45
C -1.92 -1.90 0.18
C 2.32 1.81 -1.62
F 3.97 3.40 -2.19
N -0.53 -1.71 -1.73
C -1.48 3.41 1.54
H -0.04 2.73 -2.60
C 2.60 -1.18 0.88
C 2.42 1.30 4.14
H 2.54 -1.99 0.17
H -3.92 -4.44 1.21
C 3.55 2.14 -2.17
F 4.63 -1.15 -3.16
C -2.53 4.27 1.28
Br -3.29 -6.22 -1.02
H 2.99 1.18 5.05
H -0.36 -1.65 2.35
H -3.96 4.95 -0.17
H -0.29 -3.71 -4.40
H 1.06 3.71 2.19
H -2.87 4.95 2.05
N -1.35 1.40 -1.60
C 0.57 -1.94 1.88
C -0.22 -2.13 -2.95
H 1.25 -2.36 2.62
C -1.83 -3.78 -1.39
C -1.04 2.53 0.56
C 1.37 0.34 2.21
H -1.05 3.40 2.53
C -3.22 -3.91 0.58
H -3.00 0.18 -1.09
C 0.47 -1.27 -3.96
C -1.73 2.46 -0.65
C 2.09 0.19 3.38
C -0.84 2.04 -2.84
H -0.19 -1.13 -4.81
C -2.73 -4.48 -0.56
H 1.37 -1.76 -4.33
H -0.49 1.27 -3.52
C 2.66 -0.44 -2.08
C -3.15 4.27 0.04
Os 0.05 0.17 -0.44
C 2.07 2.57 3.70
H 3.13 -1.52 1.77
F 2.32 -1.75 -2.06
H -1.65 2.60 -3.33
C 0.89 1.59 1.85
N 1.21 -0.75 1.24
C -2.76 3.35 -0.92
C -0.61 -3.41 -3.41
Br -3.52 -1.80 2.49
F 5.52 1.43 -3.25
H -3.27 3.32 -1.87
C -1.35 -4.24 -2.64
F 1.65 2.85 -1.09
H 0.75 -0.30 -3.56
H 2.39 3.45 4.24
H 3.15 -0.34 0.45
C -2.82 -2.61 0.94
C -2.57 0.63 -1.97
H -1.63 -5.23 -2.99
H 2.44 -0.79 3.70
C 1.30 2.72 2.55
C 3.89 -0.17 -2.66
H -2.28 -0.14 -2.69
H 0.39 -2.69 1.11
C 1.81 0.52 -1.55
C -1.40 -2.50 -1.00

=====

No. 2
Formula: C32H26BrF2N3O3SV
Source: the OMol25 dataset
Level of theory: wB97M-V/def2-TZVPD

Output
⟨S²⟩: 2.020
HOMO-LUMO gap (spin up / spin down) (hartree): 0.2576 / 0.2523
2S+1: 3
Total charge: +1
Lowest unoccupied orbital energy (spin up / spin down) (Ha): -0.1483 / -0.1540
Energy relative to the best compared isomer or geometry (same formula, charge and spin) (kcal per mole): 0.0

CARTESIAN COORDINATES (ANGSTROEM)
H 1.34 -3.17 1.64
C 0.99 -2.05 5.31
H -2.51 0.08 1.37
H -5.87 0.84 -0.96
H 3.13 3.85 2.70
H 1.12 -4.85 3.42
C 1.13 -1.10 4.31
C 1.12 -3.80 3.67
C -4.62 -0.83 -1.57
C 3.77 0.07 2.40
C -1.31 5.03 -1.65
H -1.63 -3.79 -5.36
H -2.98 2.32 -2.76
H 2.61 -0.98 0.46
C -1.25 0.32 -3.25
C 0.99 -3.40 4.99
C -1.20 -3.18 -4.58
H 1.03 2.63 -1.26
C 3.31 2.79 2.61
C 0.04 0.32 1.69
H 5.42 2.96 2.95
Br -1.56 6.87 -1.36
C -0.98 -1.11 -3.43
C -2.16 2.92 -2.39
N -0.10 -1.64 -2.56
H 1.26 2.34 2.23
C 0.25 -2.92 -2.70
O -0.80 0.47 2.56
H 0.90 -1.73 6.34
H -3.29 4.74 -2.41
C 1.25 -1.50 2.98
C 0.09 3.09 -1.53
C -0.28 -3.72 -3.70
C 1.37 -0.43 1.92
H 5.82 0.53 2.76
H 3.94 -1.00 2.37
C 4.60 2.29 2.75
C 2.30 0.23 -1.87
N -3.09 -0.18 0.55
C 2.25 1.93 2.35
C -0.09 4.45 -1.33
S -1.23 -2.06 0.22
C -2.34 4.27 -2.18
C -4.98 0.25 -0.77
H 0.96 -3.30 -1.98
C 1.24 -2.85 2.67
H 0.89 -4.14 5.78
H 0.04 -4.75 -3.77
F 3.16 0.90 -1.02
H -1.88 0.82 -3.99
H -4.38 1.35 0.99
C -3.49 -1.56 -1.30
H -3.21 -2.41 -1.91
H 1.13 -0.05 4.57
F 2.79 -1.09 -1.94
V 0.46 -0.28 -0.97
O -0.09 0.83 0.49
C 2.48 0.57 2.23
H -2.26 -1.39 -5.12
H 0.70 5.05 -0.91
N -0.70 0.94 -2.28
H 2.44 0.66 -2.87
C -4.19 0.55 0.30
H -5.24 -1.11 -2.42
O 1.66 -1.04 0.62
C -2.67 -1.23 -0.21
C -0.93 2.33 -2.08
C -1.56 -1.85 -4.45
C 4.83 0.93 2.64

=====

Sequential total energy output: -197747.9864 -156216.2021 eV
Sequential F_max output: 0.482 0.959 eV/A